# 1
DFT (ωB97M-V/def2-TZVPD) results for a structure of composition H8Na5O5 in a non-equilibrium geometry.

```
18
Properties=species:S:1:pos:R:3:nbo_charge:R:1
Na -0.19 -1.34 2.74 0.967
Na 1.59 1.38 1.40 0.992
Na -2.97 -0.12 1.62 0.945
Na -1.57 -1.48 -1.03 0.977
Na -1.69 2.11 -0.24 0.986
O -0.56 0.38 1.01 -1.391
H -0.07 -0.14 0.35 0.407
O -2.00 0.08 3.82 -1.217
H -1.56 0.23 2.99 0.300
O 2.39 0.61 -0.87 -0.984
H 3.04 0.96 -1.51 0.538
H 1.80 0.08 -1.40 0.451
O -0.60 1.37 -2.53 -0.975
H -1.14 1.43 -3.34 0.528
H -0.15 0.53 -2.59 0.459
O 0.96 -2.28 0.00 -0.943
H 0.99 -1.88 -0.87 0.453
H 1.75 -1.92 0.44 0.506
```

Results
Energy relative to the best compared isomer or geometry (same formula, charge and spin), kJ/mol: 145.8
Net charge: +3
Kohn-Sham gap, eV: 4.96

=====

# 2
DFT (ωB97M-V/def2-TZVPD) results for a cluster of 4 separate species, H8O3S2 in total in a non-equilibrium geometry.

```
13
Properties=species:S:1:pos:R:3:nbo_charge:R:1
S 1.43 -0.44 0.71 -0.122
S 0.14 1.11 1.40 -0.173
H 1.18 -0.03 -0.53 0.160
H -0.76 0.40 2.04 0.154
O 0.87 -0.03 -2.69 -0.976
H -0.06 -0.03 -2.45 0.490
H 0.88 -0.04 -3.65 0.472
O -1.48 0.56 -1.40 -0.983
H -1.74 1.35 -1.89 0.486
H -1.00 0.83 -0.62 0.494
O -1.97 -1.57 0.61 -0.962
H -1.39 -2.36 0.64 0.474
H -2.02 -1.29 -0.31 0.486
```

Results
SMILES: SS.O.O.O
Energy relative to the best compared isomer or geometry (same formula, charge and spin), kJ/mol: 14.7
Net charge: 0
Kohn-Sham gap, eV: 9.36